This record from the OMol25 dataset describes 6 unconnected molecules or ions with the total composition C6H24N10O6. The level of theory is ωB97M-V/def2-TZVPD.

Last column: Mulliken charge in e.
Geometry (Å):
C -3.20612 -3.89230 -1.52021  0.669
H 1.98463 -1.89484 3.41992  0.205
H 1.53238 3.50372 -2.33436  0.168
H 4.61822 1.05179 1.85198  0.265
H -1.09793 2.41656 0.38834  0.082
C 3.57832 1.36485 1.79586  -0.663
H 2.05614 -3.51577 4.15521  0.189
O -1.29929 2.18993 -2.05566  -0.721
N -1.00710 -0.50673 -1.10290  -0.189
H 2.13674 0.11080 1.26369  0.387
H -1.74806 -1.10262 -1.41669  0.103
H 0.45510 3.72021 -0.97971  0.198
C 2.72273 -3.39800 2.23445  0.493
O -3.13045 -4.32981 -0.37562  -0.623
O 0.15579 4.52692 0.69104  -0.791
N 2.19425 -2.87793 3.39520  -0.307
N 0.70588 3.23398 -1.83676  -0.247
H 1.19118 2.30577 -3.95708  0.160
H -2.59420 5.01974 2.17128  0.153
N -2.98741 -4.65921 -2.61059  -0.396
H -2.48502 2.96387 1.35641  0.162
O 0.66686 0.00786 0.37143  -0.698
H 0.09088 -2.37249 1.25418  0.182
H -1.34523 6.16900 1.72122  0.235
H -0.26343 1.24916 -4.15497  0.234
H -3.54108 -2.19500 -2.69051  0.164
N -0.56453 -1.88654 0.67145  -0.262
H -3.25532 -4.32639 -3.51907  0.160
H -1.47806 -2.23770 0.45473  0.018
O 2.67173 0.31459 2.06937  -0.539
C -0.21072 -0.77146 -0.03361  0.713
N -1.55023 3.06351 1.01435  -0.257
H 3.39254 1.80304 0.81032  0.226
H 3.36039 2.21178 2.44826  0.255
H -0.90615 0.43732 -1.47552  0.063
N 0.32334 1.90298 -3.67547  -0.404
O 3.24058 -4.51000 2.18837  -0.659
H -2.60795 -5.58556 -2.58473  0.218
H 2.84908 -2.82891 0.29202  0.226
C -0.17347 2.43832 -2.51695  0.769
C -0.97337 4.27209 1.14796  0.756
N -1.69989 5.23375 1.77777  -0.412
N -3.41339 -2.56269 -1.76894  -0.531
H 2.50348 -1.50151 1.35462  0.216
N 2.78167 -2.46872 1.22862  -0.228
H -3.67352 -2.08737 -0.91872  0.263

LUMO: 0.2 eV
SMILES: NC(N)=O.NC(N)=O.NC(N)=O.NC(N)=O.NC(N)=O.CO
frontier orbital gap: 0.3468 Ha
total charge: 0

***

This record from the OMol25 dataset describes a molecular structure, C25H50ClMoNP2SSi2. The level of theory is ωB97M-V/def2-TZVPD.

Last column: Mulliken charge in e.
Geometry (Å):
C 2.13768 -1.35249 2.70323  -1.338
H 0.91968 5.28894 0.98094  0.337
H 1.14800 1.41470 -2.52818  0.606
H 2.89537 -3.99188 -1.53274  0.479
C -2.95209 2.61875 -3.62635  -1.639
H -4.00498 0.14755 -1.94997  0.235
C -1.25583 -3.05243 2.16469  -1.364
H 3.25884 -2.09605 0.04636  -0.513
C 0.74677 -4.04442 3.34300  -1.576
H 2.74392 -2.07059 3.27886  0.826
C -0.06598 4.78678 -2.14619  -1.029
H -1.57477 0.64353 -4.87188  0.476
H -2.83699 3.70541 -0.88584  0.816
H -1.67718 -2.76071 1.19348  0.204
Cl -0.94690 -1.81704 -1.25294  -0.411
H -0.90415 2.21531 -3.05248  -0.527
C 2.59907 -2.93868 0.32261  1.377
H -5.89819 1.32704 -0.88343  0.471
C -2.08890 3.02264 -0.45189  -1.350
H 2.32563 1.63690 3.86304  0.137
C -1.76690 0.38506 -3.81747  -1.539
C -4.90638 1.80735 -0.87588  -1.573
H -4.87609 2.52723 -1.70323  0.300
H 1.33606 -4.38999 -0.74355  0.290
C 3.32349 1.35842 3.48482  -1.077
C -3.83315 0.70650 -1.01293  0.999
H -0.94198 -0.23550 -3.44520  0.242
P 1.18629 -2.06106 1.29083  0.835
H 1.69161 2.82266 1.62575  -0.125
H -3.18438 -4.28732 -3.77439  0.289
H -1.83571 -3.90400 2.55736  0.485
H 3.82734 2.28204 3.15619  0.337
H 0.92346 5.25559 -2.06932  0.360
H 1.78995 -4.37704 3.27375  0.302
H 1.39033 -0.91394 3.38424  0.413
H -2.30662 2.91544 0.62297  0.413
H -2.69996 -0.20422 -3.76368  0.292
H -2.63927 2.86282 -4.65560  0.452
C 2.04742 -3.57421 -0.96546  -1.543
Si -0.36658 3.83340 -0.59270  -0.220
H -1.39526 -4.41736 -4.32548  0.288
H -0.83059 5.56613 -2.20538  0.363
H 3.85506 0.93831 4.35248  0.393
H 5.44513 -0.89128 2.49206  0.360
H -4.79478 2.34495 0.07933  0.290
H -3.93349 2.11548 -3.68706  0.321
H -4.97100 -0.66212 0.22192  0.484
C 1.32191 1.34675 -1.46609  -0.313
Mo 0.23664 0.17575 -0.07258  -0.415
H 1.53652 -2.82595 -1.58443  0.246
C 1.35391 1.89022 0.80505  -1.189
H 0.26843 -4.27299 1.23570  0.237
H -1.35167 -2.21282 2.87246  0.277
H -0.80403 5.77126 0.85689  0.393
H -2.02294 -5.49074 -2.92002  0.290
C 0.44391 2.25289 2.58727  0.226
N 0.20450 1.34582 1.63286  -0.238
H -0.33521 4.40077 1.86697  0.140
H 2.82635 -0.32311 -1.27276  0.605
H -3.05763 3.56899 -3.07835  0.298
H -3.70376 0.21712 1.12442  0.278
C -3.93827 -0.27950 0.16869  -1.368
H 3.84103 -3.54165 2.05679  0.301
C 2.21139 0.42770 -0.80188  -0.344
P -2.07412 1.31056 -1.13930  0.848
C -2.15495 -4.60222 -3.55325  -0.871
C 0.88826 2.34436 -0.55643  0.504
H -3.25795 -1.12891 0.02223  0.204
H 4.97514 -1.11929 0.77446  0.312
C -0.11366 4.91611 0.91918  -1.075
H 5.52864 0.48055 1.35017  0.360
C 3.42559 -3.96441 1.12771  -1.644
H -0.09826 4.15535 -3.03915  0.320
S 0.87933 3.35859 3.55719  -0.251
Si 3.26868 0.07090 2.11968  -0.229
C 2.38841 0.81488 0.54824  0.547
C 0.21668 -3.48349 2.00630  1.002
C 4.97443 -0.42721 1.62124  -1.027
H 4.27522 -4.27969 0.49851  0.449
H 0.65606 -3.29405 4.14473  0.295
H 2.83351 -4.86616 1.36404  0.325
C -1.87784 1.69347 -3.01573  1.390
H 0.13270 -4.91641 3.62052  0.468

LUMO (alpha / beta): 0.2 / 0.2 eV
spin multiplicity: 3
frontier orbital gap (alpha / beta): 0.2462 / 0.2472 Ha
total charge: 0

***

This record from the OMol25 dataset describes a molecular structure, C47H40CrN2O2PSSi. The level of theory is ωB97M-V/def2-TZVPD.

Last column: Mulliken charge in e.
Geometry (Å):
H -2.58294 5.64926 -4.16703  0.395
C -0.71474 -1.96514 -3.02532  -0.587
H 2.95680 5.22549 2.38718  0.412
H -6.83485 2.01286 -1.61347  0.421
H 0.71158 -2.23965 2.72738  0.550
H 0.80825 4.16944 1.82279  0.477
C -1.97531 -2.13768 -2.46006  0.293
N -2.86782 -2.52119 0.19658  0.303
H -3.50706 1.00668 4.14411  0.406
H -2.56247 2.09347 -1.80058  0.239
C -3.31683 2.09387 2.30106  -0.853
C 2.76994 2.67194 -0.49225  -0.426
C -5.61528 0.93472 -0.21593  -0.769
H -6.17313 1.26862 0.64911  0.440
H 4.61383 1.99145 3.63377  0.452
C -0.83879 3.35975 -1.55728  0.349
H -5.55259 1.25375 -3.58804  0.476
H -1.15473 0.23580 4.12109  0.462
C 6.13640 1.28713 2.29648  -0.516
H -2.16037 -5.24830 3.75036  0.432
C -0.22100 -2.76725 2.57577  -0.513
H 5.62726 -0.78622 -0.33558  0.477
C 4.08558 -4.43717 1.89443  -0.752
H 2.79702 0.72956 2.50323  0.079
C 4.83831 1.36902 2.77799  -0.731
C -2.70593 3.82818 -3.03609  -0.715
C 3.35087 -2.66420 0.47555  0.626
Cr -0.29017 -0.68843 0.31468  0.393
H 4.99106 4.66927 1.09755  0.406
H 6.92856 1.83855 2.78526  0.426
C -1.53608 0.84328 3.30887  -0.807
H 0.01041 -4.08190 4.23595  0.511
C 3.49162 -4.88807 -0.40040  -0.666
C -0.24449 4.54947 -1.97904  -0.489
C -1.15589 2.00165 1.19101  -0.040
C -5.26730 0.93067 -2.59552  -0.636
H 7.43744 0.45858 0.80295  0.442
C 3.79595 -3.09568 1.71871  -0.447
H 0.57694 -2.45138 -4.66779  0.467
C -3.80696 -0.34199 -1.16657  0.641
H -3.66788 3.54447 -3.44527  0.426
H -4.33590 2.46043 2.32350  0.452
O 0.21081 0.71683 -0.87491  -0.179
C 4.12559 -0.10949 1.05118  0.376
H 2.71733 1.95922 -1.31030  0.325
H -1.08949 -3.89723 -5.77639  0.409
O 1.61168 -0.81564 1.07819  0.000
C 3.81785 0.66375 2.15602  0.123
C -1.81700 -4.43340 3.12699  -0.517
C -2.57200 -4.02617 2.05360  -0.865
H -0.00073 -1.29954 -2.55012  0.572
H 4.16950 -6.37544 0.98172  0.422
C 1.69654 3.90733 1.25666  -0.315
H -3.51225 -4.50306 1.81264  0.471
C -4.17474 0.08855 -2.43817  -0.592
C -2.48066 2.44411 1.24858  -0.438
C 2.90612 4.50685 1.57867  -0.821
H -2.86419 3.07886 0.45871  0.515
C -1.33541 -3.40372 -4.84539  -0.482
C 1.60623 2.97894 0.21671  0.648
H 4.44059 -4.79026 2.85332  0.427
C 3.98123 3.27715 -0.18443  -0.659
H -3.33323 -4.19123 -4.78862  0.419
C -2.09754 5.00990 -3.44082  -0.588
C -0.70038 1.21142 2.25908  0.320
H -3.70059 -3.05712 0.00041  0.322
H -0.39026 6.28768 -3.22856  0.410
H -3.61177 -0.22614 -3.30751  0.356
H 3.92457 -2.38901 2.52973  0.438
C -2.60033 -3.57116 -4.28994  -0.893
C -5.98544 1.35440 -1.48837  -0.646
C -0.61044 -3.79053 3.40214  -1.128
C -2.85318 1.27941 3.32550  -0.633
C -0.86714 5.36863 -2.91290  -0.766
C 3.93381 -5.32948 0.83729  -0.463
H 0.34364 0.91202 2.29699  0.632
N -0.94611 -2.35137 1.51929  1.192
H 0.71768 4.84294 -1.57461  0.377
C 5.41388 -0.18635 0.54179  -0.683
C -4.52926 0.09279 -0.05283  -0.674
H 4.87063 3.03694 -0.75353  0.443
C -2.92300 -2.93396 -3.10543  -0.324
C -0.39727 -2.59786 -4.22057  -0.918
Si -0.01949 2.22858 -0.32339  0.470
C -2.11004 -2.96771 1.26301  -0.137
H -3.91759 -3.04820 -2.68807  0.397
C 6.42514 0.51196 1.18035  -0.729
P -2.31521 -1.32065 -0.88800  0.894
C -2.07903 3.01504 -2.10592  0.124
C 3.19403 -3.54480 -0.58573  -0.419
C 4.04886 4.19423 0.85420  -0.547
H 2.84617 -3.18177 -1.54551  0.454
S 2.84188 -0.98730 0.18745  0.479
H 3.38024 -5.58417 -1.22051  0.437
H -4.22949 -0.21789 0.94117  0.456

LUMO (alpha / beta): -2.0 / -2.3 eV
spin multiplicity: 5
frontier orbital gap (alpha / beta): 0.3120 / 0.3146 Ha
total charge: +1